Record 1
Entry from the Open Molecules 2025 dataset: a 9-piece molecular cluster, H18O9 overall (ωB97M-V with the def2-TZVPD basis set).

Element x y z (Å)
H -2.9867 17.3165 -2.8977
H -5.8616 16.0271 -6.0629
H -3.2654 19.4839 -3.1698
H -6.4242 17.3974 -6.1801
H -1.0340 19.5509 -4.0773
H -5.5018 18.9065 -3.5023
H -2.8227 19.1944 -1.8831
H -4.4157 18.3439 -6.1230
H -3.1289 18.4415 -5.6219
H -6.9004 18.5083 -4.0690
H -0.2102 17.7288 -7.7086
H -1.5469 18.3333 -7.3624
O -0.6457 18.4124 -7.1051
H -1.1929 18.7875 -5.3717
H -4.0633 16.5211 -8.7130
O -3.5685 18.0589 -6.3845
O -2.5533 16.5417 -3.1228
O -1.6251 19.0142 -4.5589
H -3.7149 14.9679 -6.6742
O -4.1241 17.0484 -9.5257
O -3.0197 15.5173 -7.0871
H -3.3147 16.4312 -6.8432
H -2.9705 15.9633 -2.4567
O -6.4182 16.5752 -6.6395
O -3.6258 19.0750 -2.4399
O -6.0116 18.7832 -4.2994
H -5.0729 17.1228 -9.6114

Cartesian forces, eV/Å:
-1.191 2.989 0.203
-0.269 0.097 -0.303
0.791 1.396 -3.504
-0.120 1.164 0.529
1.150 0.909 0.673
0.070 -0.069 0.627
-1.064 -0.462 0.326
-2.397 0.302 -0.252
1.131 -0.188 0.383
-0.024 0.045 0.345
-0.681 1.373 1.454
-1.570 0.022 -0.466
2.022 -1.357 -1.097
0.956 -0.403 -1.040
0.459 -0.074 -0.208
1.112 0.209 0.015
0.639 -3.068 0.322
-1.784 -0.348 0.405
0.721 0.159 -0.355
-0.004 -0.234 0.420
-1.157 0.187 0.311
0.537 -0.593 0.081
0.547 -0.228 -0.566
0.363 -1.232 -0.169
0.164 -0.769 3.169
-0.006 -0.052 -1.013
-0.397 0.227 -0.290

Results
SMILES string: O.O.O.O.O.O.O.O.O
Energy above the lowest of the compared OMol25 structures with the same formula, charge and spin: 2.434 eV
LUMO energy: 0.01 eV

Results of the natural (NBO) charge analysis, in e, for atoms 1 through 6: atom 1 (H): 0.47, atom 2 (H): 0.47, atom 3 (H): 0.48, atom 4 (H): 0.47, atom 5 (H): 0.48, atom 6 (H): 0.50



Record 2
Entry from the Open Molecules 2025 dataset: a 9-piece molecular cluster, H18O9 overall (ωB97M-V with the def2-TZVPD basis set).

Element x y z (Å)
H 1.2876 -3.5170 -0.2638
H -2.1119 0.9572 -3.4485
H 1.9263 0.7258 -1.8968
O -2.4878 1.0541 -2.5668
H -1.1066 3.4625 -0.2343
H -1.7759 1.4397 -2.0328
O 2.8520 0.7270 1.4546
O -0.8002 2.8281 -0.8956
H 3.5115 0.7314 0.7525
H -2.7989 0.4136 2.9738
O -2.6710 1.2379 2.4919
H 2.0148 0.4645 1.0211
H -0.2717 -2.0410 2.6636
H 0.1145 3.0775 -1.0785
H -2.2352 0.9759 1.6721
H -0.2323 -0.4327 0.3992
H 1.1325 -2.6470 2.6542
O 2.2526 1.4289 -2.4770
O -1.5740 -1.8754 0.3316
H -0.8034 -2.4362 0.5306
H -1.8675 -2.1630 -0.5410
H 1.7063 -2.1359 -0.7671
O 1.1043 -2.8664 -0.9530
H -0.1748 0.9363 -0.2957
O 0.2392 -2.7828 2.3139
O 0.3926 0.2494 0.0880
H 2.3770 2.1876 -1.8961

Cartesian forces, eV/Å:
0.027 0.071 -0.099
-0.032 0.010 0.092
-0.027 0.137 -0.073
0.249 -0.083 0.080
-0.051 -0.149 -0.080
-0.297 0.107 -0.232
-0.204 -0.196 -0.237
0.280 -0.008 0.146
-0.047 -0.022 0.094
-0.043 0.068 -0.083
0.144 -0.058 -0.045
0.240 0.283 0.123
0.050 -0.148 0.022
-0.152 0.036 -0.060
-0.116 -0.045 0.079
0.045 -0.015 -0.441
-0.120 0.007 -0.033
-0.163 -0.036 0.241
0.241 -0.086 0.206
-0.233 0.017 -0.123
0.068 0.172 0.034
-0.125 -0.033 -0.001
0.042 -0.082 0.168
0.131 0.052 0.164
0.134 0.173 0.040
-0.177 -0.063 0.052
0.135 -0.111 -0.035

Results
SMILES string: O.O.O.O.O.O.O.O.O
Energy above the lowest of the compared OMol25 structures with the same formula, charge and spin: 2.000 eV
LUMO energy: -0.05 eV

Results of the natural (NBO) charge analysis, in e, for atoms 1 through 6: atom 1 (H): 0.47, atom 2 (H): 0.47, atom 3 (H): 0.48, atom 4 (O): -0.95, atom 5 (H): 0.50, atom 6 (H): 0.48



Record 3
Entry from the Open Molecules 2025 dataset: a 9-piece molecular cluster, H18O9 overall (ωB97M-V with the def2-TZVPD basis set).

Element x y z (Å)
H 2.9351 -3.5841 -1.0912
O 3.4144 -2.7499 -1.1492
H 1.8957 -0.9012 2.4546
H -0.3560 2.9155 4.5144
H 0.8750 0.1285 1.3232
H -0.7313 3.1212 -0.4804
H -3.8798 -1.5337 -1.2956
H 3.2366 -0.8203 1.7436
H -1.6969 2.0821 -3.3020
H -1.0623 2.8592 3.1698
O 1.3370 0.4526 0.5418
H -0.7719 -1.6457 1.6085
H 1.0858 1.3817 0.4895
H -0.4713 3.9232 -1.7450
H -0.3463 -2.5529 -3.0699
H 0.0617 -1.5846 -1.9718
H -2.1684 -1.3660 2.1392
H -0.2177 1.7809 -3.1255
H -2.5542 -1.7424 -0.5818
O -1.2472 -1.4232 2.4170
O -0.4920 -1.6527 -2.7578
O 2.3912 -1.2827 1.7212
O -0.4629 3.9957 -0.7840
O -1.0814 2.4779 4.0548
O -1.0355 1.8908 -2.6275
H 4.3285 -2.9912 -0.9620
O -2.9858 -1.1788 -1.2339

Cartesian forces, eV/Å:
0.025 0.113 0.054
0.088 -0.199 -0.078
0.291 -0.230 0.192
-0.089 -0.049 0.007
0.017 0.133 -0.338
-0.084 0.064 -0.335
0.040 0.057 -0.006
-0.173 0.006 -0.206
-0.047 -0.150 0.100
-0.071 -0.025 0.066
-0.650 1.104 -0.372
0.049 -0.060 0.035
-0.106 0.077 -0.195
-0.108 -0.245 0.177
-0.001 0.107 -0.028
0.068 0.176 -0.039
0.038 0.121 0.123
-0.019 -0.213 0.065
0.029 0.035 -0.214
0.044 -0.043 -0.232
0.185 -0.263 -0.009
0.430 -1.090 1.001
0.165 0.211 0.311
0.165 0.102 -0.085
0.083 0.273 -0.260
-0.084 0.066 -0.015
-0.284 -0.077 0.283

Results
SMILES string: O.O.O.O.O.O.O.O.O
Energy above the lowest of the compared OMol25 structures with the same formula, charge and spin: 3.669 eV
LUMO energy: 0.24 eV

Results of the natural (NBO) charge analysis, in e, for atoms 1 through 6: atom 1 (H): 0.46, atom 2 (O): -0.93, atom 3 (H): 0.45, atom 4 (H): 0.47, atom 5 (H): 0.46, atom 6 (H): 0.47



Record 4
Entry from the Open Molecules 2025 dataset: a 9-piece molecular cluster, H18O9 overall (ωB97M-V with the def2-TZVPD basis set).

Element x y z (Å)
H -0.0892 -0.0831 0.2319
H 3.1884 2.5186 -1.2344
O 3.7001 3.2434 -0.8578
H -5.2896 -1.1827 -1.2592
H 0.4738 2.4516 1.4445
O 0.5221 -0.7713 -0.0538
O -2.7661 1.6481 -1.0080
O -3.0989 -3.9546 -0.9968
H -2.1503 -3.8387 -1.1227
O 1.1730 1.9071 1.8235
H -3.4053 1.7678 1.5064
H 3.7638 -0.0986 1.5045
H -2.2414 2.0442 -0.3032
H 5.4189 -0.7126 0.4000
H 3.0740 -0.6334 0.2603
H 1.3132 1.2153 1.1672
O -3.4984 0.8813 1.8731
O 5.1900 -1.3951 -0.2410
H -3.2645 0.2991 1.1415
H -3.2615 -4.8659 -1.2653
H -4.0875 -0.2599 -1.1431
H 4.5706 -0.9589 -0.8369
O 3.1263 -0.7607 1.2142
H 0.0843 -1.5927 0.1967
H 4.2146 2.8277 -0.1568
O -4.5503 -0.9670 -0.6797
H -2.1101 1.2711 -1.6051

Cartesian forces, eV/Å:
-0.049 -0.187 0.074
0.013 0.134 -0.017
0.010 -0.265 0.000
0.078 -0.097 0.148
0.131 0.126 0.165
-0.266 0.200 -0.265
0.219 -0.155 -0.019
0.144 -0.148 -0.092
-0.114 0.008 0.006
-0.221 0.041 -0.301
-0.247 -0.132 0.140
-0.176 -0.083 0.206
-0.061 0.046 -0.093
0.107 -0.269 -0.087
-0.324 -0.222 0.319
0.244 -0.258 0.213
0.374 0.192 0.008
0.535 0.138 -0.523
-0.341 -0.099 -0.018
-0.016 0.060 0.047
-0.064 0.128 0.105
0.316 -0.180 -0.127
-0.401 0.636 0.306
0.130 0.029 0.090
-0.048 0.160 0.006
0.038 0.129 -0.196
-0.009 0.065 -0.096

Results
SMILES string: O.O.O.O.O.O.O.O.O
Energy above the lowest of the compared OMol25 structures with the same formula, charge and spin: 3.689 eV
LUMO energy: -0.51 eV

Results of the natural (NBO) charge analysis, in e, for atoms 1 through 6: atom 1 (H): 0.46, atom 2 (H): 0.46, atom 3 (O): -0.93, atom 4 (H): 0.47, atom 5 (H): 0.46, atom 6 (O): -0.95



Record 5
Entry from the Open Molecules 2025 dataset: a 9-piece molecular cluster, H18O9 overall (ωB97M-V with the def2-TZVPD basis set).

Element x y z (Å)
O 1.9814 0.3527 2.6327
H -1.6571 0.3929 3.0052
O 3.4890 0.5187 0.1663
H -0.2761 -2.2658 -0.7988
O -1.0127 1.5102 -3.8127
H -3.2220 -3.0822 0.5676
O 2.2067 1.3425 -2.3756
H -0.8444 1.1941 4.0557
O -2.4020 -3.4164 0.9822
H 4.0481 -0.1607 0.5783
H 1.9823 1.3016 2.4953
H 0.1998 1.5352 -0.2410
H -2.3806 -1.3728 -0.9830
H -0.2715 -2.4215 -2.3634
H 1.5450 1.9747 0.1267
O -2.8784 -0.9803 -0.2460
H 2.7850 1.0715 -1.6239
H 2.6435 0.4555 0.6297
H -0.2651 0.9236 -3.7615
O -0.8106 -2.1211 -1.6010
H -0.6843 2.4228 -3.7708
H -2.1807 -0.4978 0.2147
H 2.6697 0.9123 -3.1181
O -1.7040 0.9511 3.7619
H -1.9970 -2.6128 1.2596
H 1.6871 -0.0003 3.4828
O 0.6591 1.8869 0.5303

Cartesian forces, eV/Å:
0.379 -1.161 -0.524
0.449 -0.492 -0.756
0.112 -0.150 -0.118
-0.282 -0.146 -0.630
-0.621 0.654 -0.074
0.642 -0.232 0.227
0.920 -0.701 0.149
1.069 0.107 -0.035
-0.981 -0.944 -0.393
-0.312 0.390 -0.173
-0.520 0.076 0.917
-0.484 0.015 0.041
-0.193 -0.005 -0.009
-0.480 0.270 0.829
-0.441 0.429 0.388
0.238 0.273 0.020
-0.428 0.201 -0.379
0.100 -0.387 0.281
0.575 -0.023 0.144
0.963 -0.259 -0.370
0.089 -0.613 0.019
-0.296 0.197 -0.044
-0.414 0.388 0.263
-1.523 0.423 0.797
0.412 0.856 0.366
0.089 0.991 -0.207
0.937 -0.158 -0.731

Results
SMILES string: O.O.O.O.O.O.O.O.O
Energy above the lowest of the compared OMol25 structures with the same formula, charge and spin: 2.854 eV
LUMO energy: -0.21 eV

Results of the natural (NBO) charge analysis, in e, for atoms 1 through 6: atom 1 (O): -0.99, atom 2 (H): 0.47, atom 3 (O): -0.98, atom 4 (H): 0.48, atom 5 (O): -0.95, atom 6 (H): 0.49



Record 6
Entry from the Open Molecules 2025 dataset: H18O9Y as an isolated structure (ωB97M-V with the def2-TZVPD basis set).

Element x y z (Å)
H -1.0891 0.7621 -2.7462
O -2.0521 -1.0939 -0.7952
H 0.2729 1.8611 2.2128
H -2.4071 1.8131 1.0938
O -2.0001 0.9591 1.1708
H -0.3451 2.6621 -1.4212
Y -0.1351 -0.0619 -0.0312
O 1.9799 0.7131 -0.8662
O 1.8859 -1.1559 1.0428
H 0.4459 0.5511 -2.9162
H 1.6079 1.1501 2.1298
H 2.1559 1.5731 -0.4432
O -0.7211 -1.6079 1.5968
H 2.1929 -1.5889 1.9118
H 2.6189 -0.5609 0.8128
H -0.4211 -1.7039 2.5248
H 1.1109 -1.9009 -2.0172
H -0.0541 2.8951 0.0688
O -0.4591 2.2641 -0.5612
H 2.8559 0.3341 -0.8802
O -0.3141 0.3171 -2.3732
H -1.0911 -2.4649 1.3118
H -2.1901 0.6881 2.1098
O 0.7339 1.1971 1.7438
H -2.2651 -1.4659 -1.6232
H -2.6881 -1.4689 -0.1492
O 0.4719 -1.9649 -1.2962
H -0.1001 -2.7029 -1.6112

Cartesian forces, eV/Å:
0.056 -0.099 -0.344
-0.380 0.081 2.263
-0.929 1.299 1.111
-0.561 0.908 -0.402
0.390 -1.245 1.818
-0.046 0.401 -0.637
0.110 -0.213 -0.121
-0.018 0.860 0.538
1.099 -0.144 1.740
0.085 0.085 -0.342
0.439 -0.077 0.412
-0.139 0.105 -0.458
-0.325 -0.543 0.515
-0.696 0.605 -1.854
0.010 -0.666 0.310
-0.295 -0.133 -0.547
0.336 -0.051 0.025
-0.495 -0.072 -0.450
0.645 0.330 1.091
0.744 -0.541 -0.651
-0.492 0.321 -0.098
0.235 0.166 0.505
0.007 0.171 -1.194
0.587 -0.726 -0.746
-0.539 -0.715 -1.842
0.032 0.475 -0.549
-0.283 -1.089 -0.592
0.425 0.507 0.498

Results
Charge: +3
Energy above the lowest of the compared OMol25 structures with the same formula, charge and spin: 0.963 eV
LUMO energy: -10.15 eV

Results of the natural (NBO) charge analysis, in e, for atoms 1 through 6: atom 1 (H): 0.53, atom 2 (O): -0.96, atom 3 (H): 0.53, atom 4 (H): 0.53, atom 5 (O): -0.97, atom 6 (H): 0.53



Which of these has the lowest energy above the lowest of the compared OMol25 structures with the same formula, charge and spin? H18O9Y



Which value of energy above the lowest of the compared OMol25 structures with the same formula, charge and spin does entry 2 give? 2.000 eV